a) The following is a quantum chemistry calculation of a cluster of 5 separate species, C6H21NO4 in total, from the Open Molecules 2025 dataset.

Last column: natural (NBO) charge in e.
Cartesian coordinates (Å):
C: -0.27 2.08 -2.10  -0.482
C: 0.27 0.87 -1.99  0.068
C: 1.75 0.67 -1.72  -0.649
C: -0.57 -0.36 -2.11  -0.445
C: -0.55 -1.15 -0.77  -0.422
C: -1.52 -0.45 0.21  -0.223
N: -2.82 -1.12 0.36  -0.831
H: -1.30 2.25 -2.36  0.202
H: 0.31 3.00 -2.01  0.202
H: 2.30 1.56 -2.02  0.223
H: 2.07 -0.14 -2.38  0.227
H: 1.95 0.50 -0.66  0.207
H: -1.62 -0.14 -2.32  0.202
H: -0.17 -1.01 -2.90  0.219
H: 0.46 -1.23 -0.40  0.222
H: -0.82 -2.20 -0.84  0.217
H: -1.09 -0.42 1.22  0.190
H: -1.76 0.53 -0.16  0.181
H: -2.73 -2.10 0.62  0.347
H: -3.32 -1.16 -0.53  0.344
O: 1.04 1.15 2.18  -0.967
H: 1.42 1.08 1.30  0.479
H: 0.46 1.93 2.19  0.518
O: -0.44 3.15 0.90  -0.974
H: -0.54 2.70 0.06  0.495
H: -1.30 3.46 1.22  0.483
O: 1.35 -3.20 0.65  -0.984
H: 1.83 -2.54 1.18  0.506
H: 0.89 -3.84 1.20  0.470
O: 1.33 -1.38 2.66  -0.984
H: 1.08 -0.42 2.64  0.501
H: 0.45 -1.74 2.50  0.457

As for the HOMO-LUMO gap: 0.3589 Ha. The value obtained for the HOMO energy is -0.33982 Ha.



b) The following is a quantum chemistry calculation of a cluster of 5 separate species, C6H21NO4 in total, from the Open Molecules 2025 dataset.

Last column: natural (NBO) charge in e.
Cartesian coordinates (Å):
C: 0.19 -1.45 -1.90  -0.493
C: 0.52 -0.39 -1.12  0.206
C: 1.50 -0.54 0.00  -0.455
C: 1.16 0.10 1.32  -0.386
C: -0.20 -0.17 1.90  -0.612
N: 0.34 0.92 -1.68  -0.670
C: 1.43 1.90 -1.75  -0.410
H: -0.37 -1.40 -2.81  0.192
H: 0.28 -2.48 -1.58  0.198
H: 1.56 -1.61 0.12  0.211
H: 2.53 -0.22 -0.27  0.232
H: 1.22 1.22 1.13  0.185
H: 1.96 -0.17 2.07  0.201
H: -0.35 -1.22 2.12  0.217
H: -0.45 0.47 2.75  0.212
H: -0.98 0.21 1.18  0.199
H: -0.31 0.83 -2.44  0.377
H: 1.09 2.84 -1.33  0.194
H: 1.87 1.97 -2.73  0.199
H: 2.23 1.45 -1.19  0.207
O: -3.04 -2.31 0.59  -0.963
H: -2.69 -2.56 -0.27  0.467
H: -3.50 -1.47 0.49  0.493
O: -4.17 0.73 0.57  -0.965
H: -3.35 1.16 0.24  0.490
H: -4.22 1.10 1.46  0.468
O: -2.16 2.52 -0.65  -0.954
H: -1.49 3.02 -0.17  0.473
H: -1.62 1.76 -0.94  0.485
O: 3.87 -1.88 1.36  -0.940
H: 3.35 -2.68 1.22  0.474
H: 3.81 -1.66 2.29  0.472

As for the HOMO-LUMO gap: 0.3284 Ha. The value obtained for the HOMO energy is -0.30917 Ha.



Sorted by energy, starting with the most stable: a), b).